1.
Density functional theory data (ωB97M-V/def2-TZVPD) for a structure of composition C24H25NO5RhS.

The calculation puts the LUMO energy at -4.59 eV. Its charge is +1. The spin multiplicity is 1. The calculation puts the energy above the lowest of the compared OMol25 structures with the same formula, charge and spin at 58.8 kJ/mol.

```
57
Properties=species:S:1:pos:R:3:forces:R:3
Rh -1.564493 1.218247 -0.232557 -0.415 0.432 0.536
O -5.253546 1.965354 1.023641 -0.198 -0.042 0.091
C -4.147910 1.557776 0.839206 0.272 0.027 0.006
O -3.169283 2.250836 0.253327 0.074 -0.289 -0.169
C -3.711561 0.175530 1.292045 0.073 0.092 -0.085
C -4.480902 -0.633267 2.098503 -0.048 0.037 0.002
C -3.945073 -1.837949 2.530787 -0.023 0.011 0.018
C -2.658390 -2.183560 2.151278 0.060 -0.014 -0.049
C -1.948163 -1.333599 1.322162 -0.018 0.053 0.077
N -2.478563 -0.186982 0.898997 -0.295 -0.025 -0.257
H -5.467981 -0.293545 2.380221 0.004 0.001 -0.004
H -4.518726 -2.492119 3.173090 -0.009 0.000 0.004
H -2.198552 -3.101280 2.488473 0.004 -0.002 0.000
H -0.938604 -1.545944 1.002494 0.026 -0.042 -0.009
C 5.743031 4.575676 1.099070 0.034 0.015 0.014
C 4.431343 3.925746 0.772116 -0.027 -0.015 0.005
C 3.831508 3.037465 1.657009 -0.032 -0.011 -0.011
C 2.617894 2.428463 1.378875 0.016 0.019 -0.027
C 2.035478 1.498698 2.410298 0.024 -0.006 0.069
C 1.977487 2.741813 0.163401 -0.030 0.113 -0.031
C 2.563744 3.636103 -0.754650 0.052 -0.041 0.062
C 1.969485 3.996148 -2.090342 -0.004 0.020 -0.020
C 3.786943 4.202278 -0.425875 -0.028 -0.065 -0.034
C 0.659835 2.174853 -0.122847 0.128 -0.355 -0.201
O -0.256923 2.767679 -0.761794 -0.113 -0.114 -0.007
O 0.334960 0.975302 0.284762 0.082 0.057 -0.371
H 6.135083 4.223492 2.051211 0.003 0.001 0.001
H 5.630959 5.659311 1.157012 -0.003 0.001 -0.003
H 6.482862 4.366616 0.325515 -0.002 0.000 -0.006
H 4.321290 2.817659 2.597907 0.004 -0.001 0.004
H 2.619771 1.562794 3.326096 -0.005 -0.007 0.008
H 2.048330 0.464136 2.068447 -0.005 0.007 -0.001
H 1.002474 1.750526 2.651869 0.006 -0.008 -0.008
H 1.240919 3.277029 -2.449736 0.014 -0.026 -0.012
H 2.768241 4.083368 -2.826265 -0.008 0.038 0.002
H 1.465001 4.961971 -2.032616 -0.038 -0.016 0.007
H 4.250970 4.878983 -1.134314 0.010 0.009 -0.004
C -1.822130 -6.206801 0.061113 -0.008 -0.019 -0.008
C -1.425185 -4.878369 -0.514181 0.007 0.006 -0.005
C -2.369724 -4.051599 -1.125580 -0.005 0.018 0.013
C -2.010941 -2.822760 -1.648880 0.022 0.000 -0.024
C -0.685731 -2.417015 -1.555523 -0.045 0.056 -0.132
C 0.275027 -3.213363 -0.948491 0.012 0.027 0.031
C -0.102604 -4.443937 -0.435765 0.004 0.004 0.004
S -0.182638 -0.844917 -2.193667 0.320 -0.078 0.007
C -0.363704 -1.122188 -3.949057 -0.094 0.068 0.074
O -1.367697 0.118377 -1.922814 0.204 0.069 0.395
H -2.833239 -6.481256 -0.232309 -0.003 -0.002 0.000
H -1.781337 -6.182229 1.151535 0.004 0.000 0.008
H -1.142724 -6.991982 -0.269757 0.001 -0.002 0.001
H -3.399396 -4.379221 -1.193488 -0.005 -0.005 0.002
H -2.750824 -2.177172 -2.106679 -0.006 -0.006 -0.001
H 1.301339 -2.875183 -0.870813 0.005 0.003 -0.006
H 0.641599 -5.076390 0.031889 -0.003 -0.006 0.008
H -1.364503 -1.495656 -4.156317 -0.002 0.017 0.006
H 0.392426 -1.850696 -4.237493 0.000 -0.019 0.014
H -0.186947 -0.173251 -4.450543 0.011 0.015 0.016
```
Positions in Å, forces in eV/Å.

Atom charges from the Löwdin analysis, given in e for atoms 1 to 2: 1.327, 0.160

***

2.
Density functional theory data (ωB97M-V/def2-TZVPD) for a structure of composition C24H26CoN5OSe2.

The calculation puts the LUMO energy (spin up / spin down) at -6.82 / -6.81 eV. Its charge is +2. The spin multiplicity is 1. The calculation puts the energy above the lowest of the compared OMol25 structures with the same formula, charge and spin at 0.0 kJ/mol.

```
59
Properties=species:S:1:pos:R:3:forces:R:3
Co 0.145000 0.278979 -0.296370 0.025 -0.102 -0.230
N 0.738587 -1.467459 2.133724 -0.063 -0.053 0.015
C 1.276574 -2.010568 0.975133 0.043 -0.006 0.024
C 1.806510 -3.301777 1.015853 -0.004 0.015 -0.008
C 2.353464 -3.832301 -0.128448 -0.004 0.022 -0.024
C 2.367245 -3.069778 -1.297544 0.001 -0.016 0.018
C 1.809911 -1.820019 -1.262380 -0.028 0.000 -0.020
N 1.270306 -1.293369 -0.144667 -0.040 0.086 0.019
C 0.668898 -0.132288 2.470539 0.079 0.042 0.060
C 0.703253 0.227640 3.824548 -0.005 -0.014 -0.041
C 0.700841 1.556296 4.163828 0.004 0.017 -0.011
C 0.684274 2.523864 3.152737 0.000 -0.009 0.024
C 0.619122 2.103596 1.855544 -0.018 0.000 -0.037
N 0.579405 0.791666 1.510644 -0.013 -0.085 -0.016
H 0.749908 -2.093080 2.924765 -0.010 0.001 -0.002
H 1.792211 -3.859031 1.943002 0.007 -0.004 -0.003
H 2.772906 -4.829155 -0.116564 0.000 -0.001 0.000
H 2.786106 -3.448707 -2.217715 -0.001 -0.008 0.002
H 1.753485 -1.204527 -2.148947 0.014 -0.004 0.002
H 0.757060 -0.545862 4.578847 -0.001 0.007 0.007
H 0.736055 1.849037 5.204574 -0.003 0.003 0.000
H 0.711810 3.579594 3.377645 0.001 0.000 0.003
H 0.585682 2.802380 1.031898 -0.010 0.003 0.000
Se 0.257336 1.313587 -3.375111 -0.021 -0.040 0.082
Se -0.580615 3.301937 -2.565535 -0.006 0.004 -0.009
C -1.666485 2.710996 -1.101555 0.019 0.005 -0.005
C -2.821211 3.469353 -0.923351 -0.010 0.007 -0.009
C -3.660054 3.204047 0.138746 0.017 -0.030 0.019
C -3.334338 2.152156 0.984512 -0.009 0.015 -0.013
C -2.187841 1.438470 0.731173 -0.006 -0.016 0.004
N -1.333546 1.712920 -0.277022 0.039 -0.014 0.019
C 1.869508 1.433239 -2.337611 0.003 0.032 -0.043
C 3.059052 1.755382 -2.966696 0.040 0.014 -0.024
C 4.208659 1.904846 -2.206530 -0.018 -0.004 0.007
C 4.120131 1.728019 -0.836252 -0.017 0.002 0.007
C 2.901174 1.385188 -0.285452 0.019 -0.004 0.026
N 1.782798 1.234163 -1.011952 0.044 0.022 0.059
H -3.056746 4.249541 -1.634434 0.005 -0.001 -0.003
H -4.557921 3.787739 0.290393 -0.002 -0.001 0.000
H -3.961489 1.875903 1.819834 -0.007 0.005 -0.003
H -1.928051 0.598483 1.358301 -0.001 0.004 -0.008
H 3.069348 1.905867 -4.036832 -0.002 0.000 0.001
H 5.148511 2.163401 -2.675608 -0.001 0.001 -0.001
H 4.980312 1.841408 -0.192360 0.005 -0.004 -0.005
H 2.822548 1.206851 0.776344 -0.022 -0.008 -0.007
C -2.428065 -2.271475 0.567128 0.011 0.022 -0.018
C -2.128679 -1.811256 -0.856217 0.113 -0.089 0.005
C -1.574623 -2.963813 -1.684529 -0.025 -0.036 0.005
C -3.364721 -1.209707 -1.510297 -0.019 0.010 -0.007
O -1.124352 -0.795933 -0.793757 -0.169 0.185 0.125
H -3.163104 -3.076037 0.550790 -0.003 0.003 -0.025
H -2.840598 -1.457316 1.164584 0.003 -0.001 0.013
H -1.523279 -2.648568 1.045460 -0.009 -0.005 0.015
H -2.337445 -3.729812 -1.827877 0.005 0.002 0.009
H -0.720296 -3.424718 -1.184549 0.018 0.009 -0.006
H -1.264974 -2.609287 -2.668508 0.011 0.006 0.003
H -4.166388 -1.946666 -1.568084 0.011 -0.008 -0.001
H -3.135833 -0.877041 -2.523320 0.012 0.010 0.005
H -3.727337 -0.356999 -0.934471 -0.004 0.009 0.005
```
Positions in Å, forces in eV/Å.

Atom charges from the Löwdin analysis, given in e for atoms 1 to 2: 0.602, 0.158

***

3.
Density functional theory data (ωB97M-V/def2-TZVPD) for a structure of composition C24H26FFeIN4O7.

The calculation puts the LUMO energy (spin up / spin down) at -3.83 / -3.45 eV. Its charge is +1. The spin multiplicity is 2. The calculation puts the energy above the lowest of the compared OMol25 structures with the same formula, charge and spin at 6.7 kJ/mol. The expectation value of S² is 0.85.

```
64
Properties=species:S:1:pos:R:3:forces:R:3
Fe 1.327879 -0.322883 1.305388 1.268 -0.127 -1.097
C -2.660127 -4.648930 -3.104790 0.012 0.018 0.020
C -3.199273 -3.236667 -2.908611 0.029 -0.100 -0.040
C -3.656203 -2.563396 -4.191086 0.013 0.096 -0.002
C -2.489921 -2.381165 -5.150692 0.032 0.036 0.075
C -1.344794 -1.684669 -4.458963 -0.070 -0.043 -0.037
C -0.398946 -0.998361 -5.181432 -0.013 -0.012 -0.024
C 0.650164 -0.339607 -4.538904 -0.023 -0.019 -0.037
F 1.542957 0.304848 -5.294302 0.005 0.013 -0.011
C 0.778805 -0.329533 -3.182826 0.013 0.024 0.088
C -0.173494 -1.023238 -2.420224 0.035 -0.001 -0.004
C -0.066290 -1.050023 -0.981607 -0.119 0.046 -0.015
O 0.898958 -0.387143 -0.443822 0.047 0.275 -0.627
C -1.014330 -1.777330 -0.267525 -0.074 0.012 0.058
C -2.025863 -2.421861 -0.953370 -0.026 0.063 0.044
N -2.148866 -2.396668 -2.268549 0.060 -0.014 -0.118
C -1.224754 -1.705500 -3.051844 -0.090 -0.066 0.030
C -0.976252 -1.939138 1.216114 0.191 0.129 0.108
O -1.845131 -2.513227 1.815351 -0.064 -0.060 -0.096
O 0.120246 -1.485993 1.805943 -0.410 -0.536 0.857
H -3.416857 -5.272168 -3.581923 0.013 0.021 0.001
H -2.406160 -5.098587 -2.144260 -0.008 -0.004 -0.017
H -1.763479 -4.653723 -3.725912 -0.022 -0.003 0.003
H -4.030245 -3.266215 -2.204675 0.022 0.065 0.049
H -4.079719 -1.585645 -3.947095 -0.040 -0.033 0.002
H -4.448587 -3.160355 -4.640810 0.014 -0.012 -0.008
H -2.798086 -1.791303 -6.013130 0.007 -0.014 -0.022
H -2.152690 -3.347226 -5.533761 -0.004 0.004 -0.015
H -0.462958 -0.956608 -6.262153 0.020 0.017 0.024
H 1.588282 0.193841 -2.694853 -0.005 0.003 -0.021
H -2.763686 -2.979835 -0.389260 0.012 -0.024 -0.003
N 4.571627 -0.484970 3.377365 0.050 0.114 -0.010
C 4.186949 -1.162472 2.304180 -0.135 0.040 0.008
O 3.035561 -1.069536 1.851394 0.157 -0.432 0.350
C 5.171679 -2.079010 1.653701 0.007 -0.071 0.057
I 4.964861 -4.010207 2.540193 0.007 -0.009 -0.001
H 3.917371 0.115912 3.852559 -0.018 -0.019 0.007
H 5.505406 -0.562432 3.742460 -0.002 -0.036 0.007
H 6.199142 -1.763802 1.801132 0.006 0.017 -0.016
H 4.940496 -2.186270 0.601189 -0.002 0.049 -0.020
C 1.045840 2.893312 4.957115 -0.021 0.022 -0.085
C -0.177990 3.526905 4.300630 0.099 0.010 0.024
C -0.223152 3.365571 2.765832 0.128 -0.138 -0.055
C -1.521222 3.971533 2.201539 0.020 0.027 -0.125
C -1.661015 3.802510 0.690908 0.056 0.002 0.060
C 0.951371 4.144247 2.175296 -0.093 0.039 0.044
O 1.070931 5.332162 2.314605 -0.001 -0.059 -0.027
N 1.907233 3.437834 1.439977 0.172 -0.047 -0.062
C 1.929635 2.083010 1.314473 -0.339 0.325 0.203
O 2.800644 1.431899 0.734369 -0.001 -0.262 -0.133
N 0.928585 1.358994 1.857132 -0.987 0.390 0.634
C -0.221527 1.866456 2.461709 0.123 0.168 -0.128
O -1.147492 1.152852 2.747026 0.092 0.068 -0.041
H 1.009433 3.030996 6.036692 0.015 0.002 -0.007
H 1.972821 3.349802 4.598362 -0.008 0.001 0.015
H 1.090738 1.818301 4.764332 -0.016 -0.006 0.030
H -0.196119 4.597038 4.508732 -0.071 0.002 0.015
H -1.089454 3.080132 4.697469 -0.021 0.018 -0.003
H -1.519936 5.031151 2.457265 -0.043 -0.006 0.060
H -2.353181 3.489463 2.713375 -0.003 0.009 0.025
H -0.861450 4.320160 0.154659 -0.019 -0.002 -0.001
H -2.607040 4.218864 0.347729 0.011 0.001 -0.007
H -1.641639 2.747844 0.404472 -0.022 0.008 -0.004
H 2.660312 3.970057 1.025714 0.034 0.023 0.024
```
Positions in Å, forces in eV/Å.

Atom charges from the Löwdin analysis, given in e for atoms 1 to 2: 0.890, -0.014

***

4.
Density functional theory data (ωB97M-V/def2-TZVPD) for an isolated molecule of C24H26FN3.

The SMILES is Fc1ccc(CNc2ccc(N3CCN(Cc4ccccc4)CC3)cc2)cc1. The calculation puts the LUMO energy at 0.83 eV. The spin multiplicity is 1.

```
54
Properties=species:S:1:pos:R:3:forces:R:3
F -7.970932 -1.064302 0.335712 0.088 0.050 -0.021
C -6.866556 -0.334217 0.066312 0.063 0.131 -0.005
C -5.706577 -0.984048 -0.314210 -0.188 -0.037 0.052
C -4.583069 -0.229161 -0.594532 -0.092 0.058 -0.003
C -4.613997 1.158287 -0.493275 0.030 0.159 -0.068
C -3.359976 1.963257 -0.740946 -0.114 -0.089 0.034
N -2.362245 1.757359 0.291814 -0.010 0.503 0.290
C -1.550815 0.626840 0.319912 0.305 -0.199 0.013
C -1.019396 0.045298 -0.828440 -0.217 0.159 0.076
C -0.126294 -1.006957 -0.750978 0.068 -0.222 0.164
C 0.280587 -1.532491 0.474680 -0.368 0.146 -0.019
N 1.147583 -2.628096 0.601934 -0.034 -0.400 0.092
C 2.262186 -2.470357 1.514574 0.120 0.024 0.080
C 3.352746 -1.568715 0.888754 0.003 0.105 0.110
N 3.002149 -1.288091 -0.488304 0.235 -0.118 -0.126
C 3.903315 -0.340084 -1.106606 -0.029 -0.059 -0.063
C 3.736019 1.027540 -0.496620 0.121 0.075 -0.002
C 2.458456 1.511593 -0.239996 0.028 -0.005 -0.013
C 2.282583 2.764727 0.316140 -0.065 0.029 -0.005
C 3.381690 3.553952 0.613696 0.041 0.109 0.052
C 4.656330 3.080273 0.356430 0.060 0.119 0.033
C 4.832504 1.821143 -0.192358 -0.034 -0.089 -0.056
C 2.809702 -2.512651 -1.233836 0.005 0.043 -0.049
C 1.622334 -3.280700 -0.598238 -0.024 -0.108 -0.018
C -0.275052 -0.962303 1.622757 0.115 -0.048 -0.110
C -1.160877 0.089801 1.547196 -0.067 0.125 -0.133
C -5.791851 1.780637 -0.099020 0.159 -0.101 -0.095
C -6.928187 1.041893 0.178746 -0.180 -0.259 0.047
H -5.693403 -2.059790 -0.389270 -0.029 -0.114 -0.001
H -3.668712 -0.722777 -0.887338 0.067 -0.071 -0.038
H -2.925834 1.697301 -1.705668 -0.028 0.139 0.031
H -3.601502 3.030553 -0.759746 0.010 -0.122 -0.127
H -2.722476 1.985082 1.210718 0.036 -0.049 -0.142
H -1.279425 0.426583 -1.804980 -0.011 0.042 -0.079
H 0.271612 -1.394481 -1.674625 0.100 -0.056 -0.091
H 1.920669 -2.048260 2.456964 0.054 -0.094 -0.004
H 2.661874 -3.468711 1.717884 -0.041 0.084 0.051
H 4.343781 -2.056754 0.962820 -0.035 0.071 -0.007
H 3.405863 -0.613520 1.415711 0.069 -0.080 0.026
H 4.959817 -0.660559 -1.033717 -0.076 0.053 -0.058
H 3.647118 -0.281995 -2.170646 0.070 -0.075 0.036
H 1.606274 0.890301 -0.466156 -0.113 -0.075 0.002
H 1.283478 3.123858 0.515598 -0.098 0.035 0.016
H 3.246233 4.534598 1.046283 -0.012 0.072 0.038
H 5.517830 3.690144 0.587674 0.060 0.049 0.025
H 5.831165 1.453826 -0.385660 0.087 -0.060 -0.006
H 3.718710 -3.143168 -1.230788 -0.046 0.042 -0.052
H 2.588931 -2.252974 -2.271883 0.060 -0.023 -0.004
H 0.794919 -3.391512 -1.298071 0.045 -0.035 0.009
H 1.943556 -4.286776 -0.307532 -0.056 0.069 -0.083
H -0.024214 -1.355405 2.596052 0.020 -0.066 0.077
H -1.564355 0.510482 2.458762 -0.045 0.027 0.088
H -5.825284 2.857202 -0.012985 0.002 0.118 0.003
H -7.849005 1.516317 0.479292 -0.107 0.015 0.034
```
Positions in Å, forces in eV/Å.

Atom charges from the Löwdin analysis, given in e for atoms 1 to 2: 0.053, -0.279